Record 1
The following is a DFT calculation (ωB97M-V/def2-TZVPD) of a molecular structure, C38H41N5OS2SiV.

## Properties
* HOMO (spin up / spin down): -6.485 / -7.109 eV
* net charge: 0
* F_max: 0.0175 hartree/bohr
* LUMO energy (spin up / spin down): -0.541 / -0.746 eV
* expectation value of S²: 3.77
* 2S+1: 4

Last column: Löwdin charge in e.
Positions of all 89 atoms, in Å:
V 0.112 -0.017 -0.073  0.457
N 0.225 0.262 2.097  0.042
C 1.586 0.284 2.556  -0.222
C 1.919 0.547 3.857  0.000
C 3.264 0.535 4.275  -0.060
C 4.259 0.242 3.386  -0.024
C 3.948 -0.029 2.034  -0.144
C 4.931 -0.347 1.067  0.006
C 4.552 -0.592 -0.221  -0.016
C 3.188 -0.500 -0.562  -0.081
N 2.254 -0.201 0.310  0.023
C 2.605 0.012 1.610  -0.168
H -0.259 -0.562 2.447  0.114
H -0.293 1.080 2.410  0.091
H 1.136 0.760 4.574  0.122
H 3.498 0.750 5.308  0.108
H 5.294 0.215 3.699  0.116
H 5.970 -0.396 1.368  0.120
H 5.263 -0.848 -0.991  0.095
H 2.861 -0.674 -1.581  0.091
S 0.319 0.089 -2.457  0.753
C 1.374 1.429 -2.661  -0.636
N 2.012 1.585 -3.861  -0.121
C 2.608 2.868 -4.165  -0.122
C 3.375 3.359 -2.953  -0.121
N 2.504 3.376 -1.800  -0.116
C 2.682 4.480 -0.870  -0.143
C 2.083 5.755 -1.411  -0.210
C 0.705 5.836 -1.605  -0.029
C 0.139 6.988 -2.121  -0.073
C 0.943 8.073 -2.450  -0.090
C 2.312 8.000 -2.260  -0.086
C 2.879 6.842 -1.742  -0.053
C 1.567 2.397 -1.636  -0.616
S 0.614 2.364 -0.203  0.765
C 2.059 0.509 -4.844  -0.142
C 3.006 -0.602 -4.439  -0.224
C 4.354 -0.329 -4.227  -0.046
C 5.224 -1.332 -3.833  -0.102
C 4.753 -2.623 -3.636  -0.093
C 3.411 -2.904 -3.844  -0.075
C 2.544 -1.898 -4.246  -0.056
H 1.835 3.597 -4.438  0.139
H 3.282 2.751 -5.013  0.123
H 3.741 4.372 -3.121  0.126
H 4.236 2.703 -2.767  0.129
H 3.753 4.610 -0.687  0.128
H 2.212 4.204 0.071  0.074
H 0.081 4.991 -1.338  0.091
H -0.932 7.046 -2.260  0.105
H 0.498 8.974 -2.850  0.102
H 2.942 8.843 -2.511  0.102
H 3.950 6.788 -1.587  0.109
H 2.381 0.953 -5.788  0.129
H 1.058 0.105 -4.996  0.095
H 4.730 0.676 -4.378  0.107
H 6.274 -1.110 -3.689  0.103
H 5.430 -3.407 -3.325  0.103
H 3.035 -3.905 -3.688  0.104
H 1.493 -2.112 -4.388  0.107
C -2.083 0.238 0.048  -0.204
C -2.480 1.440 0.762  -0.346
C -2.619 2.679 0.106  -0.084
C -2.919 3.833 0.792  -0.037
C -3.097 3.805 2.179  -0.257
C -2.992 2.588 2.852  -0.042
C -2.699 1.434 2.153  -0.079
C -3.399 5.000 2.893  -0.210
N -3.632 5.967 3.472  0.135
H -2.417 0.222 -0.990  0.048
H -2.399 -0.675 0.557  0.053
H -2.468 2.717 -0.966  0.110
H -3.014 4.773 0.264  0.115
H -3.159 2.552 3.921  0.115
H -2.665 0.489 2.685  0.109
C 0.870 -4.470 -0.664  -0.163
Si 0.232 -3.372 0.725  0.281
C -1.409 -4.038 1.361  -0.167
C 1.492 -3.408 2.135  -0.158
O 0.066 -1.856 0.205  -0.445
H 1.039 -5.494 -0.326  0.027
H 1.815 -4.084 -1.051  0.014
H 0.162 -4.502 -1.492  0.029
H -1.303 -5.044 1.769  0.026
H -2.152 -4.077 0.563  0.029
H -1.813 -3.402 2.151  0.022
H 1.679 -4.434 2.458  0.029
H 1.151 -2.851 3.012  0.022
H 2.448 -2.982 1.825  0.020

Record 2
The following is a DFT calculation (ωB97M-V/def2-TZVPD) of a molecular structure, C30H39Br2IrNO2P in a non-equilibrium geometry.

## Properties
* HOMO (spin up / spin down): -13.820 / -14.264 eV
* net charge: +2
* F_max: 0.0199 hartree/bohr
* LUMO energy (spin up / spin down): -5.243 / -8.269 eV
* expectation value of S²: 6.05
* 2S+1: 5

Last column: Löwdin charge in e.
Positions of all 76 atoms, in Å:
Ir 1.233 -2.185 1.274  0.842
Br 3.560 -3.771 1.639  0.695
C 2.305 -5.137 2.172  -0.924
Br 0.715 -4.275 2.890  0.708
H 2.744 -5.772 2.940  0.029
H 2.018 -5.708 1.289  0.028
C -0.854 0.958 0.959  -0.088
C 0.257 1.129 1.991  -0.663
C -0.162 0.431 3.289  -0.095
C 0.531 2.603 2.265  -0.062
P 1.810 0.159 1.466  1.043
C 2.954 0.479 2.840  -0.374
C 3.616 1.697 2.992  -0.103
C 4.408 1.920 4.104  -0.042
C 4.568 0.928 5.061  -0.042
C 3.936 -0.297 4.900  -0.053
C 3.123 -0.516 3.803  -0.122
C 2.685 0.696 -0.144  -0.664
C 2.417 2.141 -0.537  -0.067
C 2.162 -0.235 -1.241  -0.108
C 4.182 0.451 0.032  -0.071
H -1.752 1.461 1.313  0.099
H -1.085 -0.095 0.827  0.041
H -0.594 1.388 -0.003  0.067
H -1.161 0.746 3.581  0.100
H 0.512 0.677 4.105  0.088
H -0.173 -0.657 3.159  0.047
H -0.347 3.042 2.738  0.103
H 0.725 3.155 1.351  0.074
H 1.368 2.733 2.946  0.071
H 3.517 2.471 2.245  0.101
H 4.900 2.874 4.222  0.119
H 5.178 1.113 5.932  0.118
H 4.068 -1.069 5.643  0.115
H 2.599 -1.462 3.688  0.053
H 1.367 2.302 -0.754  0.072
H 2.976 2.372 -1.441  0.102
H 2.738 2.837 0.230  0.074
H 1.080 -0.151 -1.351  0.070
H 2.422 -1.275 -1.016  0.055
H 2.630 0.020 -2.192  0.105
H 4.630 1.133 0.748  0.076
H 4.678 0.601 -0.925  0.103
H 4.383 -0.571 0.350  0.080
C -4.488 3.070 -3.305  -0.022
C -4.604 1.888 -2.400  -0.206
C -5.757 1.703 -1.637  0.026
C -5.864 0.650 -0.726  -0.030
C -4.845 -0.258 -0.602  0.021
C -3.709 -0.146 -1.429  -0.175
N -2.793 -1.164 -1.369  0.189
C -2.136 -1.726 -2.421  -0.167
C -2.653 -1.594 -3.723  0.018
C -2.018 -2.181 -4.792  -0.017
C -0.862 -2.934 -4.597  -0.007
C -0.346 -3.086 -3.317  0.026
C -0.969 -2.507 -2.220  -0.047
C -0.333 -2.597 -0.884  -0.607
O -0.904 -2.133 0.142  -0.121
O 0.829 -3.066 -0.775  -0.110
C -3.544 0.986 -2.269  -0.147
C -2.216 1.312 -2.876  -0.020
H -5.472 3.446 -3.570  0.093
H -3.952 2.813 -4.216  0.087
H -3.948 3.877 -2.812  0.102
H -6.570 2.406 -1.726  0.130
H -6.756 0.535 -0.134  0.122
H -4.932 -1.114 0.051  0.128
H -2.587 -1.586 -0.457  0.150
H -3.580 -1.058 -3.860  0.133
H -2.428 -2.069 -5.782  0.125
H -0.368 -3.398 -5.437  0.125
H 0.557 -3.654 -3.145  0.131
H -1.437 0.631 -2.544  0.070
H -1.944 2.325 -2.579  0.100
H -2.238 1.290 -3.966  0.100

Record 3
The following is a DFT calculation (ωB97M-V/def2-TZVPD) of C6H10 in the gas phase in a non-equilibrium geometry.

## Properties
* HOMO: -8.203 eV
* net charge: 0
* F_max: 0.0448 hartree/bohr
* LUMO energy: 0.938 eV

Last column: Löwdin charge in e.
Positions of all 16 atoms, in Å:
C 0.361 -1.636 -0.650  -0.131
C 0.477 -1.558 -1.983  0.002
C 0.252 0.817 -0.319  -0.153
C -0.076 -0.415 0.123  -0.287
C -0.454 -0.575 1.587  -0.071
C -0.143 2.140 0.213  -0.105
H 0.551 -2.438 0.067  0.095
H 0.300 -0.618 -2.474  0.048
H 0.532 -2.468 -2.580  0.053
H 0.983 0.921 -1.124  0.102
H -1.400 -0.086 1.819  0.071
H 0.106 0.056 2.266  0.070
H -0.523 -1.641 1.868  0.078
H -0.315 2.088 1.323  0.078
H -1.158 2.450 -0.070  0.080
H 0.506 2.965 -0.066  0.069

Record 4
The following is a DFT calculation (ωB97M-V/def2-TZVPD) of C5H8O in the gas phase in a non-equilibrium geometry.

## Properties
* HOMO: -9.750 eV
* net charge: 0
* F_max: 0.0597 hartree/bohr
* LUMO energy: 0.279 eV

Last column: Löwdin charge in e.
Positions of all 14 atoms, in Å:
C -0.820 -1.397 0.861  -0.128
C 0.710 -1.162 0.404  -0.181
C 0.844 -0.012 -0.588  -0.422
C -0.041 1.156 -0.227  -0.131
C -0.148 2.261 -0.987  0.038
H -0.860 -2.359 1.460  0.066
H -1.532 -1.671 -0.071  0.117
H -1.265 -0.511 1.432  0.062
H 1.406 -0.810 1.241  0.132
H 1.100 -2.206 -0.059  0.153
H -0.601 1.183 0.738  0.092
H -0.772 3.147 -0.649  0.081
H 0.437 2.370 -1.933  0.081
O 1.540 0.012 -1.623  0.041

Record 5
The following is a DFT calculation (ωB97M-V/def2-TZVPD) of 2 unconnected molecules or ions with the total composition C3H5N3O in a non-equilibrium geometry.

## Properties
* HOMO: -8.741 eV
* net charge: 0
* F_max: 0.0696 hartree/bohr
* LUMO energy: 0.464 eV

Last column: Löwdin charge in e.
Positions of all 12 atoms, in Å:
O 1.105 -0.008 2.304  -0.016
C 0.286 0.626 1.425  -0.205
C -0.312 -0.177 0.364  -0.464
N 0.533 -1.020 -0.203  0.060
N 0.320 -0.746 -1.497  0.018
C -0.723 0.104 -1.636  -0.180
N -1.187 0.454 -0.467  0.101
H 1.524 -0.745 1.831  0.094
H 1.030 1.326 0.052  0.205
H -0.386 1.296 1.977  0.119
H 0.898 -1.179 -2.196  0.148
H -1.089 0.439 -2.593  0.119

Record 6
The following is a DFT calculation (ωB97M-V/def2-TZVPD) of C3H5ClS in the gas phase in a non-equilibrium geometry.

## Properties
* HOMO: -8.355 eV
* net charge: 0
* F_max: 0.1079 hartree/bohr
* LUMO energy: 0.721 eV

Last column: Löwdin charge in e.
Positions of all 10 atoms, in Å:
C -1.803 0.422 0.090  -0.414
C 0.742 -0.162 -0.421  -0.597
C 1.906 -0.612 0.228  -0.749
H -2.012 1.042 -0.761  0.022
H -1.425 1.047 0.923  0.051
H -2.822 0.024 0.302  0.041
H 0.896 0.622 -1.138  0.058
H 1.811 -1.211 1.198  0.085
S -0.727 -0.987 -0.260  0.827
Cl 3.435 -0.184 -0.159  0.676

Record 7
The following is a DFT calculation (ωB97M-V/def2-TZVPD) of 4 unconnected molecules or ions with the total composition C2H12N2O4 in a non-equilibrium geometry.

## Properties
* HOMO: -10.302 eV
* net charge: 0
* F_max: 0.1636 hartree/bohr
* LUMO energy: 0.395 eV

Last column: Löwdin charge in e.
Positions of all 20 atoms, in Å:
C -0.878 -1.048 2.325  -0.014
N -0.494 -1.549 0.924  -0.002
C 0.722 -1.232 0.293  -0.595
N 0.801 -1.735 -1.005  0.115
O 1.638 -0.754 0.944  0.037
H -0.295 -1.573 2.908  0.019
H -1.910 -1.435 2.306  0.088
H -0.968 0.041 2.366  0.093
H -1.333 -1.528 0.344  0.107
H 0.393 -2.625 -1.353  0.112
H 1.782 -1.678 -1.424  0.133
H 1.805 1.007 0.462  -0.115
H 3.047 1.267 -0.249  0.052
O 2.218 1.638 0.051  0.011
H -0.372 1.550 -1.966  -0.014
H 0.867 2.381 -1.767  0.032
O -0.062 2.317 -1.569  -0.039
H -2.316 0.859 -0.969  0.013
H -2.026 2.444 -1.187  0.070
O -2.618 1.651 -1.432  -0.101

Record 8
The following is a DFT calculation (ωB97M-V/def2-TZVPD) of a molecular structure, C31H28N3O6S2Se3Te2Zr.

## Properties
* HOMO: -4.585 eV
* net charge: -1
* F_max: 0.0095 hartree/bohr
* LUMO energy: 0.895 eV

Last column: Löwdin charge in e.
Positions of all 76 atoms, in Å:
Zr -0.017 -0.399 0.376  0.995
C -0.412 -2.479 -2.334  -0.074
O -0.915 -1.291 -1.686  -0.323
C -2.219 -0.966 -1.981  -0.257
C -2.775 -1.217 -3.226  -0.006
C -4.088 -0.849 -3.477  -0.080
C -4.838 -0.233 -2.488  -0.085
C -4.278 0.009 -1.247  -0.006
C -2.965 -0.356 -0.976  -0.185
N -2.325 -0.136 0.283  -0.084
N -3.133 0.269 1.170  0.096
C -2.777 0.508 2.453  -0.166
C -1.550 0.115 3.036  -0.361
O -0.632 -0.476 2.361  -0.411
C -1.323 0.356 4.430  -0.001
C -2.266 0.962 5.180  0.001
C -3.532 1.362 4.638  -0.169
C -4.502 1.981 5.446  -0.044
C -5.715 2.357 4.927  -0.097
C -5.984 2.121 3.572  -0.087
C -5.047 1.524 2.764  -0.024
C -3.799 1.127 3.278  -0.094
H -1.123 -3.292 -2.196  0.100
H -0.245 -2.274 -3.392  0.095
H 0.527 -2.719 -1.852  0.045
H -2.191 -1.693 -3.998  0.110
H -4.518 -1.044 -4.451  0.102
H -5.862 0.059 -2.680  0.101
H -4.851 0.483 -0.465  0.096
H -0.358 0.067 4.821  0.083
H -2.073 1.163 6.228  0.118
H -4.272 2.157 6.491  0.109
H -6.456 2.832 5.556  0.096
H -6.939 2.415 3.155  0.098
H -5.257 1.352 1.718  0.091
Se 0.080 1.708 -1.306  0.107
Se -0.270 2.389 0.895  0.016
Te 2.077 1.471 1.557  0.432
Se 2.204 1.566 3.966  -0.255
C 3.433 5.095 1.450  -0.056
C 3.982 4.371 0.253  -0.307
C 3.445 4.558 -1.014  -0.034
C 3.931 3.854 -2.110  -0.058
C 4.965 2.950 -1.929  -0.285
C 5.521 2.754 -0.670  -0.053
C 5.033 3.467 0.406  -0.063
S 5.503 1.927 -3.271  0.617
O 6.896 1.647 -3.079  -0.298
O 5.025 2.508 -4.495  -0.299
N 4.703 0.513 -3.066  -0.123
C 3.244 0.583 -3.238  -0.224
C 2.561 -0.645 -2.650  -0.095
C 2.695 -0.701 -1.136  -0.664
O 3.705 -0.302 -0.580  0.005
O 1.674 -1.213 -0.502  -0.367
H 2.511 5.620 1.203  0.077
H 4.152 5.826 1.827  0.082
H 3.221 4.393 2.260  0.044
H 2.619 5.247 -1.146  0.114
H 3.511 3.992 -3.097  0.113
H 6.325 2.039 -0.546  0.118
H 5.446 3.299 1.395  0.122
H 4.919 0.135 -2.142  0.090
H 3.033 0.656 -4.304  0.119
H 2.826 1.469 -2.748  0.080
H 2.977 -1.569 -3.064  0.137
H 1.503 -0.615 -2.908  0.091
Te -0.707 -3.236 1.143  0.847
C 0.442 -4.585 0.006  -1.044
C 0.059 -5.740 -0.618  -0.276
C 1.135 -6.442 -1.234  -0.220
C 2.329 -5.812 -1.067  -0.440
S 2.145 -4.366 -0.163  0.931
H -0.969 -6.075 -0.635  0.090
H 1.020 -7.372 -1.774  0.090
H 3.299 -6.116 -1.427  0.054